## A
{"formula": "C4H12O", "method": "the ωB97M-V functional and the def2-TZVPD basis", "species": ["C", "C", "O", "H", "H", "H", "H", "H", "H", "C", "C", "H", "H", "H", "H", "H", "H"], "coordinates": [[-2.409, -1.006, -1.940], [-1.696, -0.767, -0.627], [-1.430, 0.688, -0.544], [-1.850, -0.503, -2.736], [-3.421, -0.626, -2.041], [-2.375, -2.065, -2.211], [-2.287, -0.837, 0.284], [-0.747, -1.282, -0.505], [-0.725, 0.828, -1.177], [2.159, -0.053, 1.194], [2.184, 1.422, 1.662], [1.305, -0.198, 0.532], [1.826, -0.657, 2.041], [3.063, -0.378, 0.700], [1.705, 1.499, 2.638], [3.147, 1.918, 1.727], [1.551, 2.018, 1.001]], "smiles": "CCO.CC", "charge": 0, "e_homo_ev": -10.41, "gap_ev": 11.39}

## B
{"formula": "C4H12O", "method": "the ωB97M-V functional and the def2-TZVPD basis", "species": ["C", "C", "O", "H", "H", "H", "H", "H", "H", "C", "C", "H", "H", "H", "H", "H", "H"], "coordinates": [[3.034, -0.018, -0.221], [1.674, -0.589, 0.210], [1.319, -1.985, 0.122], [3.397, 0.607, 0.590], [2.925, 0.561, -1.139], [3.825, -0.729, -0.473], [1.542, -0.341, 1.263], [0.833, -0.141, -0.315], [1.550, -2.317, -0.741], [-1.826, 0.267, 0.168], [-3.188, 0.966, 0.026], [-1.040, 0.705, -0.433], [-1.499, 0.203, 1.209], [-2.025, -0.780, -0.068], [-3.883, 0.785, 0.838], [-3.501, 0.744, -0.998], [-3.138, 2.064, -0.038]], "smiles": "CCO.CC", "charge": 0, "e_homo_ev": -10.16, "gap_ev": 11.12}

Of them, the most stable is A and the least stable is B.

## A
{"formula": "C6H6O", "method": "the ωB97M-V functional and the def2-TZVPD basis", "species": ["C", "C", "C", "C", "C", "O", "C", "H", "H", "H", "H", "H", "H"], "coordinates": [[2.917, -0.691, 0.640], [1.789, -0.374, 0.354], [0.432, -0.053, 0.049], [-0.081, 1.088, -0.412], [-1.573, 0.960, -0.523], [-1.870, -0.364, -0.104], [-0.684, -1.051, 0.251], [3.906, -0.974, 0.928], [0.467, 1.988, -0.664], [-2.091, 1.682, 0.127], [-1.936, 1.118, -1.549], [-0.550, -1.934, -0.389], [-0.726, -1.395, 1.293]], "smiles": "C#CC1=CCOC1", "charge": 0, "e_homo_ev": -8.98, "gap_ev": 9.95}

## B
{"formula": "C6H6O", "method": "the ωB97M-V functional and the def2-TZVPD basis", "species": ["C", "C", "C", "C", "O", "C", "C", "H", "H", "H", "H", "H", "H"], "coordinates": [[-0.701, -1.886, 1.548], [-0.365, -1.246, 0.579], [0.026, -0.399, -0.473], [-0.950, 0.646, -1.025], [-0.555, 1.645, -0.049], [0.455, 0.848, 0.495], [1.394, 0.253, -0.443], [-1.012, -2.763, 2.060], [-2.002, 0.372, -0.911], [-0.768, 1.020, -2.049], [0.651, 0.999, 1.565], [1.679, 0.942, -1.228], [2.149, -0.429, -0.067]], "smiles": "C#C[C@@]12CO[C@@H]1C2", "charge": 0, "e_homo_ev": -8.06, "gap_ev": 9.07}

## C
{"formula": "C6H6O", "method": "the ωB97M-V functional and the def2-TZVPD basis", "species": ["C", "C", "C", "C", "C", "O", "C", "H", "H", "H", "H", "H", "H"], "coordinates": [[-1.330, 0.403, -2.249], [-0.624, 0.164, -1.302], [0.230, -0.110, -0.179], [0.177, -1.603, 0.944], [-0.325, -0.281, 1.262], [0.605, 0.653, 1.805], [1.161, 0.899, 0.511], [-1.949, 0.594, -3.098], [0.871, -1.105, -0.263], [-0.661, -2.125, 0.449], [-1.370, -0.068, 1.486], [0.988, 1.928, 0.178], [2.226, 0.652, 0.455]], "charge": 0, "e_homo_ev": -8.76, "gap_ev": 9.68}

Of them, the most stable is A and the least stable is C.

## A
{"formula": "C6H6O", "method": "the ωB97M-V functional and the def2-TZVPD basis", "species": ["C", "C", "C", "C", "C", "O", "C", "H", "H", "H", "H", "H", "H"], "coordinates": [[2.351, -1.095, 0.450], [1.692, 0.056, 0.621], [0.357, 0.201, 0.075], [-0.457, 1.301, 0.192], [-1.824, 0.982, -0.277], [-1.740, -0.414, -0.662], [-0.492, -0.777, -0.511], [3.405, -1.186, 0.732], [-0.166, 2.210, 0.702], [-2.582, 1.041, 0.511], [-2.180, 1.541, -1.151], [-0.297, -1.823, -0.721], [1.932, -2.037, 0.039]], "charge": 0, "e_homo_ev": [-8.90, -6.47], "gap_ev": [9.54, 5.56]}

## B
{"formula": "C6H6O", "method": "the ωB97M-V functional and the def2-TZVPD basis", "species": ["O", "C", "C", "C", "C", "C", "C", "H", "H", "H", "H", "H", "H"], "coordinates": [[0.993, -1.449, -1.461], [0.397, -0.531, -0.658], [1.018, 0.615, -0.204], [0.461, 1.360, 0.823], [-0.751, 0.975, 1.392], [-1.415, -0.106, 0.780], [-0.974, -0.672, -0.419], [1.932, -1.308, -1.575], [2.067, 0.796, -0.431], [1.070, 2.233, 1.043], [-1.281, 1.561, 2.128], [-2.449, -0.299, 1.042], [-1.630, -1.154, -1.130]], "smiles": "Oc1ccccc1", "charge": 0, "e_homo_ev": -8.50, "gap_ev": 9.38}

Of them, the most stable is B and the least stable is A.

## A
{"formula": "C5H9BO2S", "method": "the ωB97M-V functional and the def2-TZVPD basis", "species": ["C", "C", "C", "C", "S", "C", "B", "O", "O", "H", "H", "H", "H", "H", "H", "H", "H", "H"], "coordinates": [[-2.068, -0.058, -1.055], [-0.523, -0.011, -0.659], [-0.049, -1.413, -0.853], [0.232, -2.107, 0.241], [0.051, -1.226, 1.698], [-0.234, 0.213, 0.786], [1.398, 1.227, 0.883], [1.188, 2.496, 0.433], [2.456, 0.602, 1.337], [-2.488, -0.870, -0.500], [-2.156, -0.520, -2.126], [-2.627, 0.814, -0.938], [-0.091, 0.637, -1.306], [0.048, -1.849, -1.836], [0.631, -3.041, 0.254], [-0.883, 0.937, 1.466], [1.755, 3.223, 0.621], [3.360, 0.945, 1.553]], "smiles": "C[C@@H]1C=CS[C@H]1B(O)O", "charge": 0, "e_homo_ev": -7.03, "gap_ev": 7.15}

## B
{"formula": "C5H9BO2S", "method": "the ωB97M-V functional and the def2-TZVPD basis", "species": ["C", "C", "B", "O", "O", "C", "C", "S", "C", "H", "H", "H", "H", "H", "H", "H", "H", "H"], "coordinates": [[0.193, -1.404, -0.491], [0.180, -0.008, 0.202], [-1.303, 0.810, -0.322], [-2.433, -0.017, -0.487], [-1.290, 2.133, -0.678], [0.099, -0.068, 1.638], [0.971, 0.781, 2.298], [1.982, 1.785, 1.257], [1.404, 0.792, -0.161], [0.604, -2.214, 0.188], [0.699, -1.352, -1.586], [-0.839, -1.699, -0.626], [-3.166, 0.528, -0.173], [-2.024, 2.512, -1.217], [-0.607, -0.760, 2.058], [0.894, 1.059, 3.245], [2.387, 0.163, -0.310], [1.151, 1.398, -1.023]], "smiles": "C[C@@]1(B(O)O)C=CSC1", "charge": 0, "e_homo_ev": -7.40, "gap_ev": 7.55}

Of them, the most stable is B and the least stable is A.